Entry 1:
Computed, not measured: a 2-piece molecular cluster, C17H22BBrN4O3 overall, with ωB97M-V with the def2-TZVPD basis set.

HOMO-LUMO gap, eV: 5.384
LUMO energy, Eh: -0.0188

```
! RIJCOSX wB97M-V def2-TZVPD def2/J DEFGRID3
* xyz 0 1
Br -6.493 -2.425 -0.290
O -3.837 -0.982 0.841
O 2.628 -0.259 -3.060
O 1.349 0.566 -5.094
N -1.062 -0.927 -3.637
N -1.370 0.288 0.792
N 3.359 -2.232 -0.063
N -1.261 -0.155 -0.545
C -3.630 -1.221 -0.566
C -2.224 -1.199 -2.824
C -4.749 -2.259 -2.806
C 3.026 -1.620 0.853
C -4.833 -1.927 -1.292
C 0.087 2.987 3.060
C 3.253 0.548 2.052
C -1.428 3.063 2.918
C -3.440 -1.897 -3.546
C -0.103 0.074 -1.417
C 2.610 -0.840 2.023
C -1.698 0.907 1.714
C 2.540 -1.653 -2.588
C 4.769 0.501 2.197
C -2.303 -0.831 -1.325
C -2.097 1.688 2.886
C 0.003 -0.284 -2.905
B 1.383 0.030 -3.736
H -1.860 1.135 3.801
H 0.369 2.452 3.971
H 1.387 -0.214 -5.704
H -5.589 -2.748 -3.416
H 2.097 -1.638 -1.529
H 0.818 0.571 -0.932
H 3.607 -2.081 -2.492
H -3.931 -0.022 1.018
H 0.545 2.478 2.206
H 0.512 3.992 3.112
H 2.839 1.108 2.897
H -3.184 1.822 2.868
H -1.677 3.625 2.012
H -3.329 -2.153 -4.663
H 2.856 -1.385 2.939
H 2.995 1.102 1.144
H 5.237 -0.002 1.346
H 5.175 1.514 2.246
H 1.521 -0.726 2.004
H 5.059 -0.026 3.110
H -1.831 3.628 3.764
H 1.946 -2.335 -3.291
*
```

Atomic partial charges in e from the Löwdin method, atoms 1 to 8: atom 1 (Br): 0.584, atom 2 (O): -0.087, atom 3 (O): -0.048, atom 4 (O): 0.072, atom 5 (N): 0.021, atom 6 (N): 0.201, atom 7 (N): 0.166, atom 8 (N): -0.047

Entry 2:
Computed, not measured: C2HF3N2O as an isolated structure, with ωB97M-V with the def2-TZVPD basis set.

HOMO-LUMO gap, eV: 9.977
ΔE to the lowest compared entry with this formula, charge and spin, eV: 2.852
LUMO energy, Eh: -0.0619

```
! RIJCOSX wB97M-V def2-TZVPD def2/J DEFGRID3
* xyz 0 1
F 0.341 1.147 2.039
F -0.459 1.474 -1.541
F -0.339 -0.699 -2.119
O 1.685 -0.468 -0.365
N 0.088 -0.465 2.344
N 0.224 -0.856 1.239
C -0.512 0.253 -0.978
C 0.627 -0.362 0.101
H -1.654 -0.023 -0.721
*
```

Atomic partial charges in e from the Löwdin method, atoms 1 to 8: atom 1 (F): -0.226, atom 2 (F): 0.086, atom 3 (F): -0.063, atom 4 (O): 0.213, atom 5 (N): 0.296, atom 6 (N): 0.105, atom 7 (C): -0.169, atom 8 (C): -0.426

Entry 3:
Computed, not measured: one molecule with the formula C3H7N3S2, with ωB97M-V with the def2-TZVPD basis set.

SMILES string: C/N=C\NC(=S)NS
HOMO-LUMO gap, eV: 8.591
ΔE to the lowest compared entry with this formula, charge and spin, eV: 3.321
LUMO energy, Eh: 0.0084

```
! RIJCOSX wB97M-V def2-TZVPD def2/J DEFGRID3
* xyz 0 1
S -1.164 -1.378 2.471
S 2.277 0.151 0.419
N -0.108 0.130 -2.130
N 0.173 -0.461 2.096
N -0.190 -0.689 0.063
C 0.253 1.398 -1.762
C 0.729 -0.308 0.925
C -0.314 -0.777 -1.302
H -2.054 -0.386 2.512
H -0.665 -1.741 -1.844
H 0.028 2.213 -2.542
H 1.552 1.237 -1.648
H 0.665 -0.312 2.977
H -0.178 1.971 -0.793
H -1.004 -1.047 0.559
*
```

Atomic partial charges in e from the Löwdin method, atoms 1 to 8: atom 1 (S): 0.869, atom 2 (S): 0.616, atom 3 (N): -0.044, atom 4 (N): -0.391, atom 5 (N): -0.033, atom 6 (C): -0.249, atom 7 (C): -0.952, atom 8 (C): -0.243

Record order is preserved below.
Total energy: -100797.84018; -15265.32289; -29362.30594 eV
Record order is preserved below.
Maximum force: 6.2; 7.5; 6.2 eV/A